Record 1
The following is a quantum chemistry calculation of one molecule with the formula C5H13N3 at a distorted geometry, from OMol25.

Calculated values
- Orbital gap: 0.37684 hartree
- SMILES: [H]/N=C(\N)NCCCC
- HOMO level: -9.3 eV
- Energy relative to the best compared isomer or geometry (same formula, charge and spin): 114.9 kJ/mol

Element x y z (Å)
H 2.64 0.29 2.02
N 3.08 0.36 -0.69
C -2.00 -1.18 1.15
C -1.70 0.16 0.55
C -1.32 0.12 -0.91
N 0.87 1.26 -0.61
C 0.23 0.03 -1.17
H -1.13 -1.88 0.98
H -2.07 -1.31 2.24
H 0.32 1.71 0.11
H 0.21 0.08 -2.27
C 2.02 0.77 0.14
H 3.09 -0.65 -0.68
H -1.64 -0.85 -1.34
H 3.01 0.78 -1.61
H 0.64 -0.89 -0.74
H -2.87 -1.77 0.82
H -1.81 0.97 -1.38
H -2.57 0.79 0.83
H -0.94 0.66 1.20
N 1.92 0.56 1.37

---

Record 2
The following is a quantum chemistry calculation of a 5-piece molecular cluster, C31H47Br2F2IN7O3P2 overall at a distorted geometry, from OMol25.

Calculated values
- Orbital gap: 0.16332 hartree
- Total charge: +1
- HOMO level: -9.3 eV

Element x y z (Å)
N 3.11 -0.40 -3.23
C 0.41 4.58 -0.40
C -3.95 7.60 1.53
C -0.57 5.52 -0.51
H 0.70 -1.56 -3.50
C 2.51 -0.56 -1.98
H 1.48 -4.26 -0.48
C -4.83 7.99 2.57
C -5.48 -3.21 -0.03
C 4.86 -1.99 0.50
H -0.43 -3.49 -0.57
H 2.96 1.26 0.73
H 8.13 -1.05 0.08
H -0.05 -0.73 -1.21
H 3.02 -3.65 2.33
C 3.15 -4.72 0.73
Br -1.50 -3.13 -3.40
H -0.26 -2.60 0.89
C -5.84 -2.00 -0.56
H 5.52 -3.13 -3.37
H -3.50 3.01 4.69
H 4.86 -1.25 1.29
H -2.56 5.86 1.46
H -5.17 7.01 4.55
H 4.69 -2.94 0.99
H -4.92 -4.03 -0.44
H -3.81 8.09 0.58
C -4.05 2.56 3.88
C -5.25 2.29 2.00
H -2.33 -1.88 0.77
C 2.82 -2.70 -0.98
H 4.09 -0.56 -3.35
C -3.30 6.47 1.95
P 3.87 -3.77 -2.16
C 0.54 -1.49 -0.72
C 2.24 -3.70 0.05
N 3.77 -1.71 -0.47
C -0.17 6.63 0.28
N -5.97 -3.27 1.25
H -5.85 -4.05 1.88
H 0.49 3.59 -0.83
C -4.69 7.08 3.59
C 1.03 6.32 0.85
N -5.01 1.07 2.56
O 3.55 -5.75 0.21
H 1.66 -4.99 -4.29
C 1.68 -1.89 -1.66
C 1.26 -2.38 -3.05
H -1.47 5.43 -1.10
H 2.22 4.58 0.69
H -4.70 4.30 2.62
H -5.50 8.83 2.57
H 0.48 -4.31 -2.35
H 6.53 -3.11 -0.32
C -0.48 -2.49 -0.16
C 7.32 -1.43 0.69
F 7.84 -2.35 1.57
O 3.74 1.77 0.50
H 0.90 -3.68 -5.25
N -3.75 6.16 3.20
H -2.58 -2.63 -0.77
H -0.07 -5.02 -4.76
N 1.38 5.06 0.42
H 4.84 -4.35 -1.34
Br 5.07 2.10 -2.24
H -3.97 0.37 4.29
C -4.67 3.24 2.80
C -1.92 -1.96 -0.23
H 2.54 -0.31 -4.05
H 6.93 -0.60 1.27
C -6.57 -1.31 0.44
H -1.98 -0.97 -0.66
C 6.24 -2.08 -0.16
H 6.25 -1.58 -1.12
H 1.72 -3.14 0.81
C 3.63 -0.53 -0.96
H -3.45 5.38 3.75
O 3.44 -4.46 2.03
N 4.51 -3.04 -3.38
P 4.78 0.90 -0.40
H 1.67 6.88 1.51
C -4.27 1.22 3.70
I 1.39 1.36 -1.67
H 2.97 -4.80 -2.48
F 1.21 -0.93 0.39
H -5.32 0.19 2.18
H -5.82 2.38 1.09
H -7.10 -1.97 2.50
C 0.37 -3.62 -3.18
C 0.76 -4.40 -4.45
H -0.72 7.55 0.43
H 2.12 -2.55 -3.68
H -7.01 -0.32 0.35
C -6.64 -2.12 1.54
H -5.60 -1.65 -1.54

---

Record 3
The following is a quantum chemistry calculation of one molecule with the formula C4H6ClN at a distorted geometry, from OMol25.

Calculated values
- Orbital gap: 0.43588 hartree
- SMILES: CC(C)(Cl)C#N
- HOMO level: -11.2 eV
- Energy relative to the best compared isomer or geometry (same formula, charge and spin): 95.0 kJ/mol

Element x y z (Å)
H -0.05 1.20 -1.73
H 0.18 -1.32 1.70
H -1.45 0.45 -0.90
C -0.07 -1.04 0.61
Cl 2.08 0.22 -0.39
H -1.15 -1.41 0.36
H -0.17 -0.67 -1.75
N 0.06 2.26 1.93
C -0.41 0.36 -1.20
H 0.49 -1.81 0.08
C 0.19 1.40 1.17
C 0.30 0.37 0.12

---

Record 4
The following is a quantum chemistry calculation of one molecule with the formula C4H4FN3S at a distorted geometry, from OMol25.

Calculated values
- Orbital gap: 0.30694 hartree
- SMILES: Nc1nc(=S)[nH]cc1F
- HOMO level: -8.2 eV
- Energy relative to the best compared isomer or geometry (same formula, charge and spin): 42.6 kJ/mol

Element x y z (Å)
N 1.01 -0.44 0.76
S 3.22 0.84 -0.23
C -1.09 -0.06 -0.37
F -2.49 -0.09 -0.22
C -0.50 0.86 -1.27
H -1.69 -1.74 1.62
H 1.35 1.84 -1.66
H -1.23 1.41 -1.84
H -0.10 -2.08 2.12
C 1.63 0.45 -0.19
N 0.86 1.11 -1.10
C -0.23 -0.64 0.69
N -0.74 -1.46 1.67

---

Record 5
The following is a quantum chemistry calculation of one molecule with the formula C9H17NO6 at a distorted geometry, from OMol25.

Calculated values
- Orbital gap: 0.34122 hartree
- SMILES: CCOCCOCOC(=O)ON(C)C(C)=O
- HOMO level: -9.4 eV
- Energy relative to the best compared isomer or geometry (same formula, charge and spin): 505.5 kJ/mol

Element x y z (Å)
O -2.79 1.63 -2.33
C 1.18 1.13 -1.34
N -3.29 -0.73 -0.64
C -3.18 -2.23 -0.38
H 0.50 0.18 -1.16
C 4.73 -1.89 1.01
H -0.34 0.96 0.78
H 3.83 -2.42 1.56
H -3.94 1.43 2.23
H 5.35 -2.68 0.38
H 3.36 1.60 -0.75
H 4.80 -0.69 -0.98
H 5.44 -1.49 1.87
O -1.71 2.36 -0.30
C -2.21 1.28 -1.15
H -3.27 -2.75 -1.44
O 2.84 -0.48 -0.15
C 2.73 0.67 -1.10
C -4.07 -0.02 0.44
C -0.39 2.05 0.29
H -2.32 0.49 1.98
O -5.33 0.38 0.17
O -2.08 -0.18 -0.80
H 3.20 0.28 -2.11
H -0.27 2.79 1.22
H -4.05 -2.65 0.28
H -2.14 -2.55 0.06
C 4.30 -0.60 0.09
H 1.10 1.42 -2.50
H -3.86 -0.39 2.78
H 4.63 0.40 0.65
C -3.49 0.36 1.94
O 0.76 2.33 -0.60

---

Record 6
The following is a quantum chemistry calculation of a 2-piece molecular cluster, C4H7NO overall at a distorted geometry, from OMol25.

Calculated values
- Orbital gap (alpha / beta): 0.28153 / 0.33187 hartree
- HOMO level (alpha / beta): -8.4 / -9.5 eV
- Energy relative to the best compared isomer or geometry (same formula, charge and spin): 445.5 kJ/mol

Element x y z (Å)
H 0.31 -0.48 -1.91
C -0.47 -0.89 1.13
C 0.49 -0.09 -0.95
H 0.39 2.48 0.79
H -1.55 1.00 -1.08
C 0.64 -1.25 0.13
N -1.21 0.16 0.89
O -0.18 2.74 0.06
C -0.83 0.56 -0.40
H -0.56 -1.38 2.07
H 1.53 -1.48 0.70
H 0.27 -2.10 -0.44
H 1.15 0.72 -0.99

---

Number 1: energy -9865.176 eV. Number 2: energy -221671.974 eV. Number 3: energy -18256.456 eV. Number 4: energy -22235.122 eV. Number 5: energy -23373.961 eV. Number 6: energy -7795.027 eV.